Entry 1:
Here is one molecule with the formula ClNO at a distorted geometry from the Open Molecules 2025 dataset. Energies are from ωB97M-V with the def2-TZVPD basis set.

For the total energy, the calculation gives -16057.225 eV. As for the net charge: 0. The energy relative to the best compared isomer or geometry (same formula, charge and spin) comes out at 1.3 kcal/mol. The calculation puts the strongest force on any atom at 5.75 eV/A. As for the LUMO energy: -1.468 eV. As for the highest occupied orbital energy: -11.01 eV. As for the orbital gap: 0.35049 hartree.

Each line ends with the Mulliken charge.
Positions of all 3 atoms, in Å:
O1 0.068 -0.274 -1.172  -0.189
N1 -0.436 0.291 -0.214  0.279
Cl1 0.368 -0.016 1.386  -0.090


Entry 2:
Here is a 2-piece molecular cluster, ClNO3 overall at a distorted geometry from the Open Molecules 2025 dataset. Energies are from ωB97M-V with the def2-TZVPD basis set.

For the total energy, the calculation gives -20150.611 eV. As for the net charge: -2. The energy relative to the best compared isomer or geometry (same formula, charge and spin) comes out at 24.5 kcal/mol. The calculation puts the strongest force on any atom at 6.74 eV/A. As for the LUMO energy: 7.556 eV. As for the highest occupied orbital energy: 0.43 eV. As for the orbital gap: 0.26188 hartree.

Each line ends with the Mulliken charge.
Positions of all 5 atoms, in Å:
Cl1 2.749 0.112 0.679  -1.041
N1 -0.651 -0.113 -0.114  0.920
O1 -0.245 -0.682 -1.066  -0.596
O2 -0.033 0.924 0.076  -0.535
O3 -1.821 -0.240 0.424  -0.747


Entry 3:
Here is an isolated ion of composition ClO2S2 and charge -1 at a distorted geometry from the Open Molecules 2025 dataset. Energies are from ωB97M-V with the def2-TZVPD basis set.

For the total energy, the calculation gives -38289.728 eV. As for the net charge: -1. The energy relative to the best compared isomer or geometry (same formula, charge and spin) comes out at 2.8 kcal/mol. The calculation puts the strongest force on any atom at 1.40 eV/A. As for the LUMO energy: 2.940 eV. As for the highest occupied orbital energy: -5.32 eV. As for the orbital gap: 0.30339 hartree.

Each line ends with the Mulliken charge.
Positions of all 5 atoms, in Å:
O1 -0.624 0.887 1.219  -0.452
S1 -0.293 0.151 0.025  0.742
O2 -0.278 0.903 -1.203  -0.449
S2 -1.043 -1.634 -0.115  -0.324
Cl1 2.238 -0.307 0.074  -0.517


Entry 4:
Here is ClO4Ti as an isolated structure at a distorted geometry from the Open Molecules 2025 dataset. Energies are from ωB97M-V with the def2-TZVPD basis set.

The expectation value of S² is 3.7508. For the total energy, the calculation gives -43815.217 eV. As for the net charge: 0. Its multiplicity is 4. The energy relative to the best compared isomer or geometry (same formula, charge and spin) comes out at 44.3 kcal/mol. The calculation puts the strongest force on any atom at 6.38 eV/A. As for the LUMO energy (spin up / spin down): -2.416 / -1.978 eV. As for the highest occupied orbital energy (spin up / spin down): -9.12 / -9.13 eV. As for the orbital gap (spin up / spin down): 0.24645 / 0.26284 hartree.

Each line ends with the Löwdin spin population.
Positions of all 6 atoms, in Å:
Ti1 -2.921 1.309 0.218  2.944
Cl1 0.566 -0.249 -0.062  0.012
O1 -0.252 0.446 0.840  0.035
O2 -0.074 -0.607 -1.257  0.008
O3 1.767 0.583 -0.279  0.000
O4 0.914 -1.483 0.540  0.000


Entry 5:
Here is CoF8N4O16S8 as an isolated structure at a distorted geometry from the Open Molecules 2025 dataset. Energies are from ωB97M-V with the def2-TZVPD basis set.

The expectation value of S² is 3.7570. For the total energy, the calculation gives -184762.649 eV. As for the net charge: -2. Its multiplicity is 4. The energy relative to the best compared isomer or geometry (same formula, charge and spin) comes out at 157.7 kcal/mol. The calculation puts the strongest force on any atom at 13.74 eV/A. As for the LUMO energy (spin up / spin down): 3.222 / 2.795 eV. As for the highest occupied orbital energy (spin up / spin down): -6.15 / -6.06 eV. As for the orbital gap (spin up / spin down): 0.34450 / 0.32552 hartree.

Each line ends with the Löwdin spin population.
Positions of all 37 atoms, in Å:
Co1 0.177 0.078 -0.028  2.717
N1 -1.589 -0.632 -0.686  0.031
S1 -2.447 -1.869 -0.838  0.005
O1 -3.185 -2.161 -2.072  0.011
O2 -2.777 -2.656 0.378  0.005
F1 -1.080 -2.647 -1.234  0.001
S2 -3.068 0.233 -0.625  0.003
O3 -3.915 0.102 0.533  0.005
O4 -3.657 0.496 -1.890  0.003
F2 -2.420 1.666 -0.243  0.003
N2 -0.288 1.374 1.391  0.035
S3 -1.429 1.298 2.678  0.004
O5 -2.781 1.854 2.496  0.004
O6 -0.975 1.412 4.103  0.005
F3 -1.584 -0.249 2.411  0.004
S4 -0.113 2.850 1.693  0.006
O7 0.554 3.268 2.922  0.007
O8 -1.060 3.710 1.042  0.006
F4 0.947 3.126 0.550  0.001
N3 1.183 -1.439 0.792  0.035
S5 1.919 -2.829 0.041  0.003
O9 1.161 -4.074 0.239  0.004
O10 3.380 -3.030 -0.058  0.004
F5 1.617 -2.329 -1.445  0.002
S6 1.674 -1.880 2.132  0.006
O11 3.094 -1.929 2.458  0.006
O12 0.796 -2.820 2.823  0.006
F6 1.214 -0.502 2.800  0.001
N4 1.150 0.794 -1.561  0.041
S7 0.619 1.246 -3.113  0.005
O13 1.452 1.191 -4.272  0.007
O14 -0.487 2.299 -3.162  0.002
F7 -0.172 -0.038 -3.462  0.000
S8 2.622 0.990 -1.824  0.007
O15 3.080 2.240 -2.299  0.005
O16 3.177 -0.219 -2.346  0.004
F8 3.211 1.076 -0.326  0.002


Entry 6:
Here is CrH18O10Y as an isolated structure at a distorted geometry from the Open Molecules 2025 dataset. Energies are from ωB97M-V with the def2-TZVPD basis set.

The expectation value of S² is 6.0491. For the total energy, the calculation gives -50167.167 eV. As for the net charge: +5. Its multiplicity is 5. The calculation puts the strongest force on any atom at 4.66 eV/A. As for the LUMO energy (spin up / spin down): -23.073 / -24.151 eV. As for the highest occupied orbital energy (spin up / spin down): -28.99 / -28.99 eV. As for the orbital gap (spin up / spin down): 0.21736 / 0.17768 hartree.

Each line ends with the Löwdin spin population.
Positions of all 30 atoms, in Å:
Y1 -1.156 -1.768 -0.520  -0.006
Cr1 2.063 0.953 -0.658  3.027
O1 0.302 0.045 -0.417  -0.055
H1 0.061 0.233 0.511  0.003
O2 3.136 -0.680 -0.438  0.983
H2 4.031 -1.028 -0.616  0.016
O3 -1.079 -1.999 1.865  0.000
H3 -1.614 -1.591 2.545  0.000
H4 -0.618 -2.708 2.314  0.000
O4 -2.081 -0.170 -2.023  0.000
H5 -2.583 -0.474 -2.779  0.000
H6 -2.407 0.715 -1.860  0.000
O5 0.876 2.650 -0.846  0.015
H7 -0.006 2.452 -0.533  0.002
H8 0.783 3.477 -1.321  -0.001
O6 1.025 -2.576 0.151  0.001
H9 1.257 -3.173 0.862  0.000
H10 1.852 -2.159 -0.092  -0.001
O7 -1.413 2.397 1.138  0.001
H11 -1.876 2.382 1.975  0.000
H12 -0.736 3.064 1.250  0.000
O8 -2.395 -0.013 0.717  -0.001
H13 -3.264 0.092 1.103  0.000
H14 -2.066 0.880 0.619  0.000
O9 0.638 -1.882 -2.412  0.016
H15 0.902 -2.505 -3.089  0.000
H16 0.874 -1.025 -2.768  -0.001
O10 1.848 1.400 1.390  0.000
H17 1.762 2.246 1.828  0.000
H18 1.886 0.763 2.104  0.001


Entry 7:
Here is CrH3O as an isolated structure at a distorted geometry from the Open Molecules 2025 dataset. Energies are from ωB97M-V with the def2-TZVPD basis set.

The expectation value of S² is 6.1264. For the total energy, the calculation gives -30507.776 eV. As for the net charge: +1. Its multiplicity is 5. The calculation puts the strongest force on any atom at 3.07 eV/A. As for the LUMO energy (spin up / spin down): -6.378 / -5.562 eV. As for the highest occupied orbital energy (spin up / spin down): -15.22 / -15.53 eV. As for the orbital gap (spin up / spin down): 0.32496 / 0.36635 hartree.

Each line ends with the Löwdin spin population.
Positions of all 5 atoms, in Å:
Cr1 -1.052 -0.227 0.411  4.088
O1 0.765 -0.230 -0.212  0.061
H1 1.268 -0.999 -0.506  0.009
H2 1.237 0.568 -0.504  0.008
H3 -2.217 0.888 0.810  -0.166


Entry 8:
Here is CsF as an isolated structure at a distorted geometry from the Open Molecules 2025 dataset. Energies are from ωB97M-V with the def2-TZVPD basis set.

For the total energy, the calculation gives -3265.007 eV. As for the net charge: 0. The energy relative to the best compared isomer or geometry (same formula, charge and spin) comes out at 11.4 kcal/mol. The calculation puts the strongest force on any atom at 1.44 eV/A. As for the LUMO energy: -0.732 eV. As for the highest occupied orbital energy: -8.00 eV. As for the orbital gap: 0.26702 hartree.

Each line ends with the Mulliken charge.
Positions of all 2 atoms, in Å:
Cs1 0.561 -1.305 0.360  0.934
F1 -0.561 1.305 -0.360  -0.934